Entry 1:
The following is a quantum chemistry calculation of a cluster of 14 separate species, C26H80F2N2O14 in total, from OMol25.

Properties
- Energy: -65324.7152 eV

XYZ file:
```
124
Properties=species:S:1:pos:R:3:forces:R:3
C 3.714262 0.973895 0.837578 -0.67 -0.50 -0.84
C 2.831942 0.681981 -0.517175 -0.95 -1.08 -0.15
C 1.564840 1.691936 -0.745017 1.06 0.66 1.77
O 0.989617 1.701876 -2.092878 0.28 -1.96 1.13
C 0.709464 0.358282 -2.614394 -0.81 -0.09 -1.49
C -0.325878 -0.545349 -1.723590 0.66 -1.15 0.51
C 0.230581 -2.118315 -1.687266 -0.21 -0.43 0.49
C 0.590295 -2.593831 -0.126687 0.33 -1.34 -0.89
C -0.413509 -3.762437 0.442507 0.91 0.77 1.16
F -0.677091 -4.856203 -0.523335 0.45 2.29 1.84
N -1.744497 -0.623451 -2.295490 0.87 -3.08 1.54
F -2.196471 0.589643 -2.692401 -0.25 2.71 -0.31
C -2.740538 -1.119208 -1.270799 -1.25 -1.62 0.63
C -4.291629 -0.651119 -1.521481 -0.73 -0.35 -0.03
C -4.724995 0.747895 -0.784253 -0.62 0.25 -0.75
C -4.851036 0.663700 0.848374 -0.14 -0.02 0.21
C -3.471555 0.994410 1.669670 0.09 -0.58 -0.06
N -2.525952 1.953017 0.979011 -0.64 -0.14 -0.07
H 3.936115 2.121787 0.887204 -0.22 -2.33 0.16
H 4.704975 0.332130 0.743056 -2.09 1.61 0.40
H 3.074181 0.584523 1.758122 1.47 1.02 -1.89
H 2.372140 -0.410869 -0.378012 1.03 2.17 -0.44
H 3.448187 0.643978 -1.511141 -0.86 0.27 1.96
H 1.960823 2.793506 -0.511985 -0.98 -2.28 -0.83
H 0.769272 1.468241 0.109397 1.37 0.39 -1.88
H 0.170475 0.525368 -3.667182 1.64 -0.20 2.56
H 1.708472 -0.232105 -2.895537 -2.14 1.20 1.09
H -0.443577 -0.226636 -0.605366 0.59 -0.13 -1.96
H 1.222861 -2.269673 -2.294385 -2.02 0.66 1.03
H -0.565076 -2.856508 -2.183936 1.69 1.69 1.25
H 1.684202 -3.070815 -0.149849 -2.38 1.14 0.15
H 0.592891 -1.699261 0.629383 -0.09 -1.72 -1.40
H -1.400281 -3.256683 0.818224 1.52 -1.35 -1.13
H 0.129896 -4.225540 1.397676 -1.32 0.68 -2.21
H -2.738715 -2.310467 -1.344135 0.19 2.60 0.12
H -2.478111 -0.868501 -0.158005 -0.14 -0.17 -1.92
H -5.011198 -1.494745 -1.080432 1.73 1.67 -0.89
H -4.540080 -0.617259 -2.685373 0.69 0.06 2.50
H -4.004662 1.594261 -1.178548 -1.46 -1.60 1.06
H -5.808768 1.047404 -1.185033 2.34 -0.75 0.78
H -5.182267 -0.428361 1.129349 0.54 2.01 -0.52
H -5.705781 1.385766 1.248753 1.87 -1.52 -1.14
H -3.738899 1.458340 2.711599 0.53 -0.99 -1.95
H -2.866731 -0.018947 1.845051 -1.27 2.22 -0.25
H -2.190750 1.581970 0.047858 -0.77 0.81 1.44
H -2.959382 2.906315 0.867127 0.44 -1.63 -0.29
C -8.919845 1.282346 1.452823 -0.10 0.03 0.16
O -7.794665 2.127401 1.608221 0.14 0.47 0.40
H -8.808826 0.708997 0.529502 0.07 0.15 0.14
H -8.980695 0.595505 2.300540 -0.20 -0.14 -0.11
H -9.827159 1.888785 1.395706 -0.15 -0.21 -0.06
H -7.921416 2.622951 2.435148 0.16 -0.23 -0.50
C -2.248947 -8.294595 0.360062 0.14 0.18 -0.04
O -2.642131 -7.321892 1.310615 0.14 0.47 0.22
H -2.936014 -9.142297 0.414075 0.06 0.19 0.07
H -2.286162 -7.861555 -0.642518 0.08 -0.23 -0.12
H -1.235030 -8.635335 0.583933 0.00 -0.19 -0.20
H -2.014672 -6.582534 1.239271 -0.39 -0.37 0.01
C -1.717701 0.156020 -6.278838 0.06 -0.01 0.32
O -1.024615 0.876669 -5.276545 -0.05 -0.01 0.01
H -1.381463 0.499215 -7.260030 -0.01 0.00 0.12
H -1.504183 -0.910662 -6.175510 -0.17 -0.08 -0.23
H -2.791361 0.334706 -6.180986 -0.09 -0.16 -0.21
H -1.343631 0.550672 -4.417826 -0.18 0.35 -0.46
C -3.272900 5.471469 3.166432 0.11 -0.11 -0.14
O -2.874848 4.156248 3.507084 0.15 -0.37 -0.21
H -3.715795 5.947350 4.044474 0.08 -0.15 -0.10
H -2.400426 6.045429 2.844815 -0.14 0.24 -0.03
H -4.013089 5.432771 2.363393 -0.07 0.28 -0.01
H -2.485896 3.759603 2.709066 -0.04 -0.02 0.50
C 1.544741 1.881587 3.848443 -0.11 0.25 0.20
O 1.267997 0.577082 3.373073 -0.29 -0.80 0.19
H 2.331490 2.324499 3.233276 -0.12 -0.18 0.05
H 0.642747 2.494543 3.779379 0.12 0.17 0.06
H 1.883247 1.828176 4.886137 0.06 0.25 0.01
H 0.566823 0.209840 3.937814 0.23 0.25 -0.45
C 3.484300 -2.359676 4.757483 -0.02 0.25 -0.17
O 2.244499 -2.058343 5.370987 -0.55 0.31 0.08
H 3.897154 -3.261836 5.214906 -0.19 0.16 -0.07
H 3.330872 -2.532802 3.689511 0.26 -0.05 -0.06
H 4.177507 -1.528153 4.906758 0.21 -0.19 -0.15
H 1.902713 -1.253989 4.944793 0.29 -0.41 0.17
C 7.351053 -0.292239 -0.770104 0.20 0.04 -0.16
O 6.957869 0.680465 0.180448 0.26 0.67 0.29
H 6.663986 -1.139940 -0.716092 0.06 0.20 0.08
H 7.313838 0.140802 -1.772685 0.04 -0.23 -0.10
H 8.364970 -0.632978 -0.546233 -0.03 -0.19 -0.18
H 7.585328 1.419822 0.109104 -0.25 -0.50 -0.04
C -5.837917 0.118636 -6.325178 0.04 0.16 0.27
O -6.380357 0.977666 -5.339215 0.14 0.12 0.30
H -6.654835 -0.317730 -6.904667 0.08 0.11 0.13
H -5.187359 0.691284 -6.990705 0.08 -0.18 -0.22
H -5.269998 -0.680007 -5.841562 0.08 -0.17 -0.24
H -5.632489 1.349719 -4.841507 -0.41 0.07 -0.24
C 0.382299 1.525341 -10.064284 -0.03 -0.05 0.22
O 1.075385 2.245990 -9.061990 -0.01 0.00 0.49
H 0.718537 1.868536 -11.045476 0.00 0.00 0.21
H 0.595817 0.458659 -9.960956 -0.14 -0.09 -0.23
H -0.691361 1.704027 -9.966432 -0.09 -0.14 -0.24
H 0.756369 1.919993 -8.203271 0.27 0.27 -0.40
C -4.472900 4.674416 -5.522514 0.01 0.00 -0.20
O -4.074848 3.359194 -5.181862 0.19 -0.61 -0.20
H -4.915795 5.150296 -4.644471 0.09 -0.17 -0.10
H -3.600426 5.248375 -5.844130 -0.13 0.20 -0.01
H -5.213089 4.635717 -6.325553 -0.05 0.26 0.02
H -3.685896 2.962549 -5.979879 -0.11 0.19 0.53
C 6.218912 -2.279865 6.850616 0.29 0.09 0.30
O 6.924519 -2.051362 5.644714 0.43 0.38 -0.40
H 5.463776 -3.050706 6.679880 0.23 0.15 0.01
H 6.914464 -2.618854 7.622220 -0.31 -0.03 0.11
H 5.728374 -1.356201 7.167579 -0.18 -0.10 0.19
H 7.587000 -1.363409 5.827148 -0.39 -0.44 -0.20
C 6.527135 4.610702 0.865407 0.10 -0.17 0.02
O 5.792970 3.467060 1.262122 0.21 -0.31 0.06
H 5.888646 5.492420 0.957506 0.06 -0.20 0.00
H 7.400299 4.726698 1.512095 0.09 0.26 -0.10
H 6.843076 4.499368 -0.174802 0.10 0.26 -0.05
H 6.384919 2.701213 1.169829 -0.66 0.24 0.13
C 7.692151 -5.091933 9.953577 -0.15 -0.09 0.12
O 6.825987 -4.042783 9.561990 -0.52 0.13 0.15
H 8.670715 -4.935170 9.493777 -0.20 0.05 0.03
H 7.798667 -5.091007 11.041112 0.19 -0.20 0.00
H 7.283134 -6.048037 9.617694 0.22 -0.14 0.08
H 5.966392 -4.208864 9.985023 0.47 0.19 -0.30
```
Forces are in eV/Å.


Entry 2:
The following is a quantum chemistry calculation of the molecule C17H30N4O2, from OMol25.

Properties
- Relative energy (zero: lowest compared OMol25 entry of this formula, charge and spin): 17.3 kcal/mol
- Energy: -28172.5026 eV
- Structure (SMILES): CO[C@H](CNC(=O)N(C)Cc1cn2c(n1)CCCC2)C(C)(C)C

XYZ file:
```
53
Properties=species:S:1:pos:R:3:forces:R:3
C -0.907558 -0.723977 2.642558 0.00 0.00 0.01
O 0.230432 -0.223219 1.977558 0.01 -0.01 0.00
C -0.058389 0.468906 0.762147 -0.02 0.01 0.00
C 0.540369 -0.346748 -0.376989 0.01 0.00 -0.01
N -0.047152 -1.667199 -0.455265 0.00 -0.01 -0.01
C -1.260588 -1.830087 -1.055812 -0.05 0.05 0.19
O -1.836430 -0.890383 -1.598015 0.01 -0.01 -0.01
N -1.816195 -3.089354 -0.992411 0.03 -0.06 -0.27
C -3.155880 -3.271834 -1.513428 -0.01 0.00 -0.02
C -1.108279 -4.300988 -0.586718 0.05 0.11 0.25
C 0.298617 -4.436832 -1.083787 -0.04 -0.06 -0.10
C 0.754317 -4.601038 -2.357690 -0.02 0.00 0.01
N 2.125943 -4.602096 -2.265173 0.02 -0.02 -0.01
C 2.439176 -4.457291 -0.952824 -0.02 0.02 0.02
N 1.358899 -4.351264 -0.212639 0.01 -0.02 -0.03
C 3.856010 -4.391378 -0.485129 0.01 0.01 0.00
C 4.807825 -4.948527 -1.542751 -0.01 -0.01 0.00
C 4.465260 -4.371716 -2.913866 0.00 0.00 0.00
C 3.076487 -4.815994 -3.347665 0.00 0.00 0.00
C 0.442756 1.920975 0.853588 0.00 0.00 -0.01
C -0.257052 2.595790 2.035452 0.00 0.00 0.01
C 0.076947 2.672068 -0.429396 0.00 0.00 0.00
C 1.955531 1.966827 1.075671 0.01 0.00 0.01
H -0.557254 -1.253930 3.527259 0.00 0.00 0.00
H -1.578774 0.083567 2.955795 0.00 0.00 0.00
H -1.470620 -1.419661 2.011027 0.00 0.00 0.00
H -1.143899 0.496767 0.607416 0.00 0.01 0.00
H 0.384229 0.154977 -1.329758 0.00 0.00 0.00
H 1.612041 -0.469570 -0.212980 0.00 0.00 0.01
H 0.357404 -2.394749 0.110585 0.01 -0.01 -0.01
H -3.565723 -2.300282 -1.768509 0.01 0.00 0.00
H -3.150970 -3.897541 -2.411551 0.00 0.00 0.00
H -3.795761 -3.747726 -0.765721 0.01 -0.01 0.00
H -1.069054 -4.388926 0.505217 -0.01 0.00 0.00
H -1.709131 -5.136602 -0.946219 0.01 0.00 -0.01
H 0.246044 -4.694498 -3.302343 0.00 0.00 0.00
H 4.108333 -3.347189 -0.275947 0.00 0.00 0.00
H 3.940927 -4.929076 0.458734 -0.01 0.00 0.00
H 5.839097 -4.715923 -1.276811 0.00 0.00 0.00
H 4.724982 -6.039242 -1.578278 0.00 0.00 0.00
H 4.502858 -3.279325 -2.871450 0.00 0.00 0.00
H 5.186741 -4.691701 -3.666504 0.00 0.00 0.00
H 3.084737 -5.877816 -3.608711 0.00 0.00 0.00
H 2.737202 -4.258264 -4.220708 0.00 0.00 0.00
H -0.020113 2.088980 2.971377 0.00 0.00 0.00
H 0.064114 3.636111 2.121151 0.00 0.00 0.00
H -1.342104 2.589864 1.903009 0.00 0.00 -0.01
H 0.649747 2.320171 -1.288197 0.00 0.00 0.00
H -0.983888 2.558506 -0.664146 0.00 0.00 0.00
H 0.285248 3.737393 -0.309290 0.00 0.00 0.00
H 2.502724 1.578645 0.214362 0.00 0.00 0.00
H 2.279454 2.998178 1.232213 0.00 0.00 0.00
H 2.234984 1.383144 1.953695 0.00 0.00 0.00
```
Forces are in eV/Å.


Calculated Kohn-Sham gap (eV), listed in the same order as above: 9.6; 9.2